<P>
The following is a DFT calculation (ωB97M-V with the def2-TZVPD basis set) of a molecular structure, C5H9N4.

Computed properties:
- Orbital gap: 8.87 eV
- LUMO level: -4.15 eV

Geometry as ORCA input:
```
! RIJCOSX wB97M-V def2-TZVPD def2/J DEFGRID3
* xyz 1 1
C 3.158 0.388 0.175
C 1.963 0.985 0.278
C 1.797 -1.051 -0.339
C -0.570 0.213 -0.216
C -2.849 -0.881 0.293
N 3.084 -0.871 -0.263
N 1.036 -0.051 0.009
N -0.849 1.467 -0.625
N -1.424 -0.737 0.209
H 4.015 0.889 0.543
H 1.633 1.879 0.886
H 1.368 -1.939 -0.875
H -3.339 0.157 0.417
H -3.052 -1.379 1.196
H -3.184 -1.498 -0.593
H -0.016 2.041 -0.885
H -1.741 1.962 -0.844
H -1.031 -1.575 0.633
*
```

<Q>
The following is a DFT calculation (ωB97M-V with the def2-TZVPD basis set) of a gas-phase ion, C5H9N4 (charge +1).

Computed properties:
- Orbital gap: 8.60 eV
- LUMO level: -3.57 eV
- SMILES: [NH3+][C@@H]1CNc2ccnn21

Geometry as ORCA input:
```
! RIJCOSX wB97M-V def2-TZVPD def2/J DEFGRID3
* xyz 1 1
N -1.482 -1.278 -0.648
C -0.954 -0.485 0.537
C -1.392 1.005 0.415
N -0.168 1.687 -0.235
C 0.889 0.908 -0.211
C 2.222 0.686 -0.295
C 2.457 -0.660 0.074
N 1.373 -1.285 0.420
N 0.423 -0.340 0.308
H -1.241 -2.270 -0.465
H -0.834 -1.047 -1.369
H -2.487 -1.229 -0.809
H -1.208 -0.960 1.443
H -2.275 1.083 -0.091
H -1.508 1.258 1.568
H -0.148 2.719 -0.009
H 2.922 1.368 -0.601
H 3.411 -1.159 -0.030
*
```

<R>
The following is a DFT calculation (ωB97M-V with the def2-TZVPD basis set) of a gas-phase ion, C5H9N4 (charge +1).

Computed properties:
- Orbital gap: 8.01 eV
- LUMO level: -3.85 eV

Geometry as ORCA input:
```
! RIJCOSX wB97M-V def2-TZVPD def2/J DEFGRID3
* xyz 1 1
C 1.238 2.067 -0.018
C -0.490 0.703 -0.007
C 1.354 -0.236 0.006
C -1.714 0.065 -0.007
C 1.840 -1.608 0.031
N -0.039 1.908 -0.017
N 1.993 0.885 -0.003
N -1.793 -1.270 -0.058
N -2.835 0.795 0.054
H 1.720 3.021 -0.029
H 2.918 -1.647 0.201
H 1.338 -2.181 0.811
H 1.623 -2.087 -0.926
H 3.005 0.976 0.007
H -0.956 -1.822 -0.115
H -2.685 -1.737 -0.048
H -2.768 1.798 0.084
H -3.748 0.370 0.035
*
```

Least stable structure: <Q>

<P>
The following is a DFT calculation (ωB97M-V with the def2-TZVPD basis set) of C3H3N3 in the gas phase.

Computed properties:
- Orbital gap: 10.98 eV
- LUMO level: 0.05 eV
- SMILES: N#CC(N)C#N

Geometry as ORCA input:
```
! RIJCOSX wB97M-V def2-TZVPD def2/J DEFGRID3
* xyz 0 1
N -1.969 0.385 1.943
C -1.135 0.060 1.208
C 0.055 -0.172 0.341
N 0.285 1.006 -0.460
C 0.367 -1.368 -0.605
N 1.153 -1.700 -1.399
H 0.884 -0.338 1.032
H 0.915 0.717 -1.198
H -0.555 1.411 -0.860
*
```

<Q>
The following is a DFT calculation (ωB97M-V with the def2-TZVPD basis set) of a molecular structure, C3H3N3.

Computed properties:
- Orbital gap: 10.84 eV
- LUMO level: -0.09 eV

Geometry as ORCA input:
```
! RIJCOSX wB97M-V def2-TZVPD def2/J DEFGRID3
* xyz 0 1
C -0.641 -1.323 0.169
C -1.211 1.243 0.019
C 0.104 -0.093 0.475
N -1.201 -2.234 -0.276
N -1.896 2.143 -0.132
N 1.255 -0.001 -0.389
H 0.317 0.217 1.470
H 1.153 -0.211 -1.374
H 2.121 0.259 0.038
*
```

Least stable structure: <Q>